A structure of composition C17H28F3MgO6S. Source: the Open Molecules 2025 dataset; level of theory: ωB97M-V with the def2-TZVPD basis set.

```
! RIJCOSX wB97M-V def2-TZVPD def2/J DEFGRID3
* xyz 1 1
Mg 0.9365 -0.2606 -0.0276
C -3.6084 -0.1218 1.9713
C -3.6032 -0.7108 0.5659
C -3.1429 -2.1700 0.6182
C -2.7842 0.0912 -0.4339
C -2.6614 -0.3550 -1.7536
C -1.9527 0.3630 -2.6959
C -1.3227 1.5666 -2.3727
C -0.5382 2.3239 -3.4051
C -1.4611 2.0273 -1.0728
C -2.1721 1.2979 -0.1203
H -4.2661 -0.7046 2.6153
H -3.9640 0.9079 1.9990
H -2.6065 -0.1569 2.4089
H -4.6368 -0.6989 0.2024
H -2.0748 -2.2323 0.8346
H -3.3137 -2.6945 -0.3197
H -3.6812 -2.7090 1.3986
H -3.1330 -1.2810 -2.0521
H -1.8766 -0.0187 -3.7050
H -1.1313 2.4933 -4.3038
H 0.3499 1.7654 -3.7096
H -0.2193 3.2960 -3.0282
H -1.0397 2.9899 -0.8019
H -2.3057 1.7247 0.8644
C 4.0034 -0.9204 0.5424
O 2.6327 -0.9067 0.9662
C 2.4572 -1.0676 2.3744
C 0.9717 -1.2145 2.6205
O 0.2402 -0.2023 1.9007
C 0.1949 1.1146 2.4810
C 1.1428 2.0863 1.7727
O 1.2921 1.6860 0.4111
C 1.8961 2.6842 -0.4242
H 4.5657 -0.1678 1.0982
H 4.4245 -1.9121 0.7088
H 4.0068 -0.6873 -0.5194
H 2.9791 -1.9667 2.7158
H 2.8832 -0.1981 2.8871
H 0.6081 -2.1615 2.2199
H 0.7387 -1.1623 3.6848
H -0.8384 1.4366 2.3784
H 0.4381 1.0474 3.5421
H 0.7083 3.0900 1.8031
H 2.1351 2.1226 2.2347
H 1.2862 3.5877 -0.4033
H 2.9037 2.8956 -0.0621
H 1.9277 2.2780 -1.4316
F 3.2929 -2.3747 -2.7940
C 2.2251 -2.9033 -2.2059
F 1.8181 -3.9576 -2.8833
F 2.5606 -3.2754 -0.9690
S 0.8576 -1.6402 -2.1567
O 0.1473 -1.8874 -0.8677
O 0.1459 -1.8149 -3.3679
O 1.5637 -0.3410 -1.9333
*
```

Results
E_LUMO ... -2.50 eV
Relative energy (zero: lowest compared OMol25 entry of this formula, charge and spin) ... 0.0 kJ/mol
HOMO energy ... -11.443 eV

***

A structure of composition C17H29Br3ClF7I2N6O9P2S2. Source: the Open Molecules 2025 dataset; level of theory: ωB97M-V with the def2-TZVPD basis set.

```
! RIJCOSX wB97M-V def2-TZVPD def2/J DEFGRID3
* xyz 0 1
C 3.9760 -0.2684 -2.9400
C 2.7617 -1.0808 -3.6760
C 1.8277 -2.0541 -2.8078
O 0.6651 -1.8310 -2.1259
N -0.0475 -0.7545 -1.9680
C -0.2064 0.1260 -3.2310
I 0.0067 2.3259 -3.4305
C -0.4364 -0.4186 -4.6319
C -0.5630 -1.9867 -5.0288
I -0.5962 0.8753 -6.4449
C 0.8088 -0.0462 -0.8878
C 1.5305 -0.7288 0.3086
C 2.6170 -1.8587 0.4701
N 2.2707 -3.3158 0.3380
N 3.9945 -1.6772 -0.1267
N 2.9568 -1.7887 1.9933
C 0.0266 1.1918 -0.0900
F 0.9190 2.4160 -0.1807
O -1.3022 1.4932 -0.4645
C -2.1838 0.3417 -0.7690
C -3.2381 1.1677 -1.7792
Br -3.2337 3.1634 -1.2738
C -4.8155 0.8039 -1.6293
C -5.4265 0.9342 -3.1877
Br -5.8997 2.1860 -0.6001
P -2.9930 0.0550 0.9854
N -1.8928 -0.4835 2.0930
O -4.2948 -1.0791 1.0024
O -3.5331 1.5954 1.6918
C -1.4689 -0.9663 -1.4019
Cl -2.7518 -1.5252 -2.6934
P -1.7766 -2.6270 -0.4272
O -0.6619 -2.9755 0.8181
Br -1.4063 -4.4208 -1.8815
H 4.8833 -1.0305 -2.8401
H 3.7261 0.2309 -1.9208
H 4.3435 0.5601 -3.7165
H 2.2617 -0.2869 -4.3745
H 3.3533 -1.7813 -4.4509
H 2.6249 -2.6550 -2.1406
H 1.5629 -2.9447 -3.5807
H -0.6612 -2.7523 -4.1602
H -1.4917 -2.1039 -5.7666
H 0.3891 -2.2566 -5.6965
H 1.6153 0.5309 -1.5580
H 2.1234 0.2014 0.8096
H 0.7495 -0.9381 1.1962
H 3.0975 -3.9508 0.3706
H 1.6061 -3.5378 -0.4260
H 4.7144 -1.3869 0.5678
H 4.2954 -2.4816 -0.7190
H 3.3933 -0.8687 2.2151
H 3.6840 -2.5448 2.1718
H -0.0039 1.0470 1.0968
H -2.8315 1.2392 -2.8915
H -5.0709 -0.2979 -1.3327
H -6.5863 1.0812 -3.2062
H -4.8213 1.6997 -3.8371
H -5.2101 -0.1371 -3.6661
H -1.8052 0.2360 2.8601
H -5.1925 -0.5996 1.0979
H -4.5204 1.4517 1.8955
H -1.0668 -3.1598 1.7167
C 1.3869 0.2166 5.0287
F 0.8491 -1.0188 4.8127
F 2.3218 0.0599 6.0136
F 2.0894 0.5307 3.8988
S 0.1404 1.4804 5.4476
O -0.4790 0.9877 6.6808
O -0.7513 1.5120 4.2852
N 1.1416 2.7008 5.6017
S 0.3873 4.0464 5.9718
O -0.1928 4.1197 7.3152
O -0.4341 4.6426 4.9160
C 1.8630 5.1156 6.0561
F 2.5476 5.1544 4.8733
F 2.7644 4.6885 6.9908
F 1.5712 6.4111 6.3708
*
```

Results
E_LUMO ... -2.20 eV
HOMO energy ... -8.407 eV

***

A cluster of 9 separate species, C27H64ClN8O11 in total. Source: the Open Molecules 2025 dataset; level of theory: ωB97M-V with the def2-TZVPD basis set.

```
! RIJCOSX wB97M-V def2-TZVPD def2/J DEFGRID3
* xyz -1 1
Cl 0.9956 0.1259 -0.6693
O 1.5283 -1.1867 -0.9643
O 1.4016 1.0733 -1.6901
O -0.4373 0.0938 -0.6403
O 1.5675 0.5511 0.6017
C -1.4349 -2.3638 1.6137
C -1.9813 -3.2109 0.4988
N -2.9984 -4.1824 0.9958
C -4.2244 -3.4690 1.3603
C -4.7948 -3.8262 2.7179
C -3.2556 -5.1415 -0.0700
C -4.1583 -6.2852 0.3703
H -2.1276 -1.5640 1.9055
H -0.5681 -1.7816 1.2956
H -1.1742 -2.8989 2.5267
H -2.5351 -2.5613 -0.1981
H -1.2118 -3.7505 -0.0455
H -4.0807 -2.3911 1.2922
H -4.9967 -3.7248 0.6187
H -4.0722 -3.5888 3.5006
H -5.6088 -3.1190 2.9513
H -5.2938 -4.7907 2.7602
H -2.3223 -5.5845 -0.4176
H -3.7239 -4.6441 -0.9389
H -4.0031 -7.1603 -0.2559
H -5.2175 -6.0070 0.4165
H -3.9893 -6.5346 1.4240
C -0.7963 -0.8359 -4.0733
O -1.9062 -0.4514 -4.3245
N 0.1809 -1.0791 -4.9989
C 1.5144 -1.4634 -4.5803
C -0.0821 -1.0380 -6.4188
H -0.4379 -1.1588 -3.0782
H 1.5753 -2.5538 -4.4777
H 1.7004 -1.0308 -3.5974
H 2.2547 -1.1088 -5.2937
H 0.1176 -2.0327 -6.8298
H -1.1149 -0.7374 -6.5658
H 0.5898 -0.3137 -6.8873
C 4.5472 -0.8280 0.7011
O 5.6271 -0.7413 0.1287
N 4.4133 -1.2642 1.9782
C 3.1515 -1.0258 2.6764
C 5.5920 -1.5486 2.7691
H 3.5846 -0.5735 0.2333
H 2.9508 -1.7903 3.4222
H 2.3350 -0.8927 1.9677
H 3.2364 -0.0494 3.1820
H 6.2414 -2.2288 2.2278
H 6.1134 -0.6118 2.9938
H 5.2573 -1.9740 3.7130
C 5.0097 1.6276 -0.7363
O 5.5583 2.5767 -0.2094
N 5.5967 0.7817 -1.6151
C 4.8434 -0.0878 -2.4579
C 7.0235 0.8534 -1.8575
H 3.9539 1.3418 -0.5770
H 4.9424 0.0212 -3.5442
H 3.7797 -0.0145 -2.2370
H 5.1471 -1.1304 -2.2912
H 7.5008 1.2269 -0.9477
H 7.4024 -0.1618 -1.9764
H 7.3040 1.5386 -2.6585
C -3.9591 0.2116 -0.7449
O -3.7083 0.2102 -1.9231
N -5.1934 -0.0516 -0.2059
C -5.3962 -0.0498 1.1964
C -6.2828 -0.4718 -1.0476
H -3.1960 0.3736 0.0386
H -5.7920 -0.9704 1.6516
H -6.1307 0.6984 1.5447
H -4.5419 0.1765 1.8392
H -7.2357 -0.1121 -0.6672
H -6.1365 -0.0517 -2.0458
H -6.2638 -1.5545 -1.2166
C -2.2539 1.1181 3.5347
O -3.3619 0.6729 3.7742
N -1.0985 0.6139 4.0135
C 0.1705 1.1357 3.5175
C -1.0980 -0.6610 4.6581
H -2.0942 2.0016 2.8963
H 0.4190 0.6261 2.5710
H 0.9692 0.8819 4.2081
H 0.0829 2.1739 3.2080
H -0.3707 -0.7387 5.4632
H -2.1174 -0.8996 4.9512
H -0.8574 -1.4543 3.9390
C 3.3182 5.8069 0.7823
O 3.4205 6.8875 1.3431
N 2.4741 4.8268 1.1615
C 2.1751 3.6990 0.2619
C 1.9053 4.8062 2.4831
H 4.0163 5.5848 -0.0372
H 2.5958 3.8977 -0.7196
H 1.1089 3.5021 0.2542
H 2.7080 2.8257 0.6424
H 2.5869 4.3483 3.2047
H 1.7609 5.8347 2.8251
H 0.9112 4.3645 2.4517
C -0.8554 3.0508 -3.3415
O -1.6112 2.1350 -3.5006
N -0.8198 3.8223 -2.2081
C 0.0467 4.9661 -2.0715
C -1.5322 3.3882 -1.0509
H -0.1506 3.4475 -4.0997
H 0.8739 4.7697 -1.3897
H -0.5494 5.7615 -1.6043
H 0.2589 5.3333 -3.0729
H -0.8626 2.9150 -0.3200
H -2.0636 4.2105 -0.5624
H -2.2597 2.6185 -1.3051
*
```

Results
E_LUMO ... 2.41 eV
Relative energy (zero: lowest compared OMol25 entry of this formula, charge and spin) ... 0.0 kJ/mol
HOMO energy ... -6.085 eV

***

A cluster of 6 separate species, C4H20N2O6 in total. Source: the Open Molecules 2025 dataset; level of theory: ωB97M-V with the def2-TZVPD basis set.

```
! RIJCOSX wB97M-V def2-TZVPD def2/J DEFGRID3
* xyz 0 1
C 1.9616 -1.9327 -0.4376
C 1.9526 -0.4025 -0.6009
N 3.3549 0.0246 -0.7972
C 1.5124 0.2480 0.7538
C 0.2503 1.0133 0.5995
N 0.1561 1.9626 -0.3771
O -0.7915 0.7645 1.2149
H 2.8131 -2.4954 -0.8364
H 1.0980 -2.4634 -0.8587
H 1.9610 -2.3016 0.5866
H 1.2901 -0.1464 -1.4219
H 3.7125 0.1556 -1.7340
H 4.0022 -0.5993 -0.3435
H 1.3375 -0.5582 1.4647
H 2.3467 0.8122 1.1588
H -0.7691 2.1037 -0.7433
H 0.8442 2.0069 -1.1132
O -3.0184 -0.4602 2.2139
H -2.5387 -1.0683 2.8043
H -2.4138 0.2954 2.2228
O -0.6370 -1.1181 3.4658
H -0.7671 -0.9397 2.5217
H -0.5077 -0.2099 3.7721
O 0.3270 1.6961 -2.8149
H 0.6691 1.8420 -3.6921
H -0.2994 0.9709 -2.6608
O -2.9017 -0.3691 -0.5816
H -3.5821 0.2315 -0.8790
H -2.6954 -0.3207 0.3698
O -0.7193 -0.8761 -2.1842
H -1.1859 -1.4618 -2.7797
H -1.3475 -0.4946 -1.5266
*
```

Results
SMILES ... C[C@H](N)CC(N)=O.O.O.O.O.O
E_LUMO ... 0.41 eV
Relative energy (zero: lowest compared OMol25 entry of this formula, charge and spin) ... 158.2 kJ/mol
HOMO energy ... -9.119 eV

***

Molecular weight values (in Da) by entry order: 441.77, 1249.49, 712.31, 192.21.
Gap between HOMO and LUMO values (in eV) by entry order: 8.9, 6.2, 8.5, 9.5.